This record from OMol25 describes an isolated ion of composition C3H7FNO and charge +1 in a non-equilibrium geometry. The level of theory is the ωB97M-V functional and the def2-TZVPD basis.

```
13
Properties=species:S:1:pos:R:3:forces:R:3:mulliken_charge:R:1
C -0.606773 1.224872 0.229647 3.9 1.6 2.0 -0.65
C -0.042498 -1.251212 -0.484482 0.7 0.2 1.0 -0.13
C 1.560535 0.283155 0.500559 -2.8 -0.3 0.8 0.17
N -1.074735 -0.003227 -0.130584 -4.2 -3.9 -2.7 -0.27
O 0.967700 -0.963587 0.426168 0.8 0.4 -0.4 -0.28
F 2.226696 0.691627 -0.551670 -0.2 -0.1 -0.1 -0.18
H -1.072094 1.549036 1.177852 0.8 0.2 -0.7 0.31
H -0.316306 1.947089 -0.550262 -0.7 -0.6 0.4 0.32
H -0.452378 -2.274375 -0.220341 0.0 1.5 0.0 0.31
H 0.201093 -1.256791 -1.548238 0.2 0.6 0.1 0.32
H 2.092159 0.440816 1.486532 -0.8 -0.1 -1.3 0.29
H -1.668778 -0.484464 0.575732 0.7 0.9 0.0 0.39
H -1.814623 0.097061 -0.910913 1.6 -0.5 0.8 0.39
```
Positions in Å, forces in eV/Å.

F_max, eV Å⁻¹: 6.326
Lowest unoccupied orbital energy, Ha: -0.152
Energy relative to the best compared isomer or geometry (same formula, charge and spin), kcal per mole: 78.3
Charge: +1
Calculated total energy, eV: -9468.9184